131
Properties=species:S:1:pos:R:3:forces:R:3 method="wB97M-V/def2-TZVPD" gap_ev=7.5 total_energy_ev=-169213.255 lumo_ev=-0.87 smiles="CCCNc1cnc2cccc(Br)c2n1.C[C@@H]1COC(=O)O1.C[C@@H]1COC(=O)O1.C[C@@H]1COC(=O)O1.C[C@@H]1COC(=O)O1.C[C@@H]1COC(=O)O1.C[C@@H]1COC(=O)O1.C[C@@H]1COC(=O)O1.C[C@@H]1COC(=O)O1" total_charge=0
C -1.5488 -1.3420 -2.0639 0.99 0.37 1.00
C 0.0833 -1.4531 -2.1080 -1.19 0.42 0.19
C 0.6295 -0.4608 -0.9690 -1.06 0.62 -1.24
N 2.1168 -0.1371 -1.1182 -1.13 1.75 1.50
C 2.1958 1.3253 -0.8395 0.84 2.09 -0.17
C 2.3702 1.8062 0.6340 -0.06 1.74 -0.63
N 2.4229 3.1595 1.0811 -0.67 -2.99 -5.26
C 2.2842 4.0320 -0.0555 -0.03 2.39 -0.75
C 2.2763 5.5911 0.2394 -0.40 0.57 -3.20
C 2.1427 6.6599 -0.8783 0.20 -4.02 -0.12
C 2.0500 6.2148 -2.4042 0.16 -4.05 2.69
C 2.0528 4.6904 -2.6710 0.13 2.44 2.27
Br 1.9298 4.0565 -4.5658 0.12 0.67 2.02
C 2.1499 3.5915 -1.5334 -0.06 0.64 -0.08
N 2.1066 2.2142 -1.9486 0.41 0.24 5.18
H -1.8308 -0.2186 -2.1382 0.38 -1.90 -0.13
H -2.0517 -1.9676 -2.8740 0.71 0.91 1.32
H -1.8460 -1.6579 -0.9916 0.05 0.25 -1.81
H 0.3680 -1.1145 -3.1752 0.08 -0.49 1.91
H 0.4224 -2.5295 -1.9092 -0.51 1.55 -0.45
H 0.0816 0.5489 -1.1347 0.74 -1.74 0.29
H 0.3575 -0.7848 0.1029 0.45 0.19 -1.63
H 2.5856 -0.6651 -0.3571 -0.11 0.77 -0.70
H 2.4598 0.9886 1.4439 -0.15 1.52 -1.41
H 2.3582 5.9354 1.3379 -0.15 -0.68 -2.07
H 2.1119 7.7741 -0.6391 0.13 -1.86 -0.19
H 1.9678 6.9563 -3.2705 0.16 -1.30 1.52
C -0.1581 -7.1241 0.0101 0.44 0.10 0.02
C -1.1074 -6.1626 -0.6711 0.45 -0.92 0.94
C -2.0752 -6.8301 -1.6012 -0.67 -0.46 0.24
O -2.3592 -5.7933 -2.5358 0.57 0.60 -0.23
C -1.2589 -4.9910 -2.5686 0.11 0.46 -0.53
O -1.0647 -4.1368 -3.3893 -0.10 -0.72 0.51
O -0.4043 -5.2870 -1.5499 -0.48 0.44 -0.79
H 0.5821 -6.5747 0.5981 -0.12 -0.04 0.02
H -0.6961 -7.8067 0.6707 -0.06 0.16 -0.07
H 0.4012 -7.7116 -0.7241 -0.14 0.08 -0.04
H -1.6236 -5.5479 0.0752 -0.09 -0.04 -0.13
H -2.9846 -7.1571 -1.0948 0.04 0.16 -0.13
H -1.6444 -7.6772 -2.1449 0.14 0.07 0.13
C 2.5045 -4.0645 -4.7060 -0.31 -0.39 0.06
C 3.2848 -3.8531 -3.4271 -0.73 0.28 -0.99
C 4.7440 -3.5837 -3.6472 0.31 0.59 -0.23
O 5.3246 -4.0561 -2.4370 -0.25 -0.48 0.32
C 4.4988 -5.0350 -1.9682 0.13 -0.71 0.74
O 4.7780 -5.7892 -1.0790 -0.21 0.65 -0.71
O 3.3164 -5.0454 -2.6459 0.75 -0.07 0.51
H 1.4740 -4.3501 -4.4786 0.04 0.21 0.01
H 2.4922 -3.1578 -5.3150 0.01 -0.02 0.12
H 2.9312 -4.8801 -5.2975 0.13 0.12 0.08
H 2.8157 -3.0669 -2.8243 0.12 0.00 -0.03
H 4.9570 -2.5231 -3.7921 0.09 -0.12 0.18
H 5.1718 -4.1512 -4.4801 -0.19 -0.01 -0.01
C -3.5826 -3.5282 3.8190 -0.29 0.09 -0.35
C -3.3976 -5.0297 3.8526 -0.03 1.08 0.34
C -1.9787 -5.4573 4.0797 0.03 0.08 0.82
O -1.9449 -6.7350 3.4480 -0.59 -0.23 -0.88
C -2.8840 -6.7047 2.4633 0.02 -0.50 -0.34
O -2.9913 -7.5348 1.6010 0.04 0.59 0.53
O -3.6839 -5.6080 2.5800 0.34 -0.84 -0.33
H -4.6138 -3.2779 3.5560 0.06 -0.02 0.15
H -3.3479 -3.0808 4.7873 -0.01 -0.12 -0.04
H -2.9461 -3.0710 3.0558 0.06 -0.12 0.11
H -4.0768 -5.4779 4.5870 0.11 -0.06 -0.04
H -1.7275 -5.5400 5.1434 -0.19 -0.07 -0.92
H -1.2439 -4.8099 3.5892 -0.14 0.08 -0.01
C -1.8077 8.1193 0.8537 0.25 -0.37 -0.09
C -0.8737 9.1694 1.4147 -0.98 -0.62 -0.03
C -1.1077 10.5427 0.8591 -0.75 0.28 0.11
O 0.1771 11.1438 0.9866 0.72 -0.49 -0.04
C 1.0849 10.1308 0.9247 0.84 0.39 -0.09
O 2.2677 10.2855 0.7962 -0.91 -0.23 0.05
O 0.4734 8.9154 1.0232 0.52 0.63 -0.03
H -1.5287 7.1277 1.2197 -0.10 0.10 0.06
H -2.8429 8.3209 1.1376 0.11 0.05 0.03
H -1.7429 8.0787 -0.2376 0.00 0.15 0.09
H -0.9135 9.1640 2.5102 0.04 0.06 -0.06
H -1.8556 11.1014 1.4238 0.23 0.10 -0.06
H -1.3855 10.5438 -0.2001 0.09 -0.27 0.60
C 0.3775 -8.3179 9.8368 0.52 0.19 0.00
C -0.5734 -7.3584 9.1562 0.39 -0.83 0.90
C -1.5406 -8.0271 8.2254 -0.47 -0.66 0.14
O -1.8254 -6.9894 7.2915 0.52 0.79 -0.27
C -0.7263 -6.1865 7.2597 0.33 0.37 -0.18
O -0.5347 -5.3308 6.4368 0.30 -0.55 1.36
O 0.1281 -6.4815 8.2772 -0.56 0.43 -0.87
H 1.1168 -7.7672 10.4248 -0.18 0.01 0.06
H -0.1588 -9.0021 10.4976 -0.02 0.08 -0.10
H 0.9363 -8.9036 9.1024 -0.23 0.03 0.01
H -1.0902 -6.7446 9.9031 -0.04 0.00 -0.12
H -2.4500 -8.3558 8.7310 0.00 0.15 -0.19
H -1.1092 -8.8726 7.6817 0.08 0.07 0.21
C -2.8053 11.7776 -5.3523 -0.40 0.23 0.05
C -2.0592 12.0681 -4.0682 -0.21 -0.15 -1.22
C -1.5047 10.8433 -3.4025 0.56 -0.44 -0.25
O -1.4614 11.2350 -2.0347 -0.42 0.50 -0.21
C -2.4482 12.1651 -1.8689 -0.59 0.65 0.78
O -2.8322 12.5627 -0.8059 0.37 -0.40 -0.87
O -2.9406 12.5769 -3.0703 0.35 -0.25 0.87
H -3.2661 12.6897 -5.7392 0.17 -0.09 -0.06
H -2.1358 11.3716 -6.1139 0.01 0.08 0.08
H -3.6183 11.0659 -5.1826 0.16 -0.01 0.04
H -1.2805 12.8189 -4.2450 0.02 -0.10 0.10
H -0.5077 10.5853 -3.7640 -0.03 0.05 0.24
H -2.1545 9.9665 -3.4902 -0.06 0.14 -0.13
C 4.0175 -11.6077 6.6407 -0.05 0.43 -0.13
C 2.9731 -11.9271 7.6882 1.15 0.03 -0.57
C 2.2544 -13.2221 7.4492 0.24 -0.67 0.06
O 1.0016 -12.9941 8.0845 -0.28 0.71 0.04
C 0.7821 -11.6506 8.0352 -0.79 0.29 0.14
O -0.2640 -11.1239 8.2942 0.80 -0.41 -0.19
O 1.9059 -10.9831 7.6490 -0.82 -0.29 0.31
H 4.4371 -10.6133 6.8132 0.05 -0.15 0.06
H 4.8283 -12.3393 6.6569 -0.09 0.04 0.07
H 3.5775 -11.5913 5.6395 -0.03 -0.12 0.12
H 3.4186 -11.8915 8.6890 -0.10 -0.08 -0.03
H 2.7675 -14.0749 7.8967 -0.23 0.06 0.06
H 2.0716 -13.4306 6.3901 0.13 0.14 0.02
C 0.2715 10.4904 -10.3799 -0.02 0.42 -0.11
C -0.7672 10.2064 -9.3166 1.02 0.04 -0.62
C -1.5274 8.9322 -9.5401 0.20 -0.69 0.08
O -2.7636 9.1992 -8.8886 -0.17 0.60 0.05
C -2.9447 10.5499 -8.9403 -1.15 0.61 0.21
O -3.9716 11.1079 -8.6693 1.05 -0.56 -0.20
O -1.8056 11.1819 -9.3451 -0.67 -0.31 0.31
H 0.7229 11.4724 -10.2174 0.04 -0.15 0.06
H 1.0602 9.7348 -10.3720 -0.08 0.04 0.07
H -0.1820 10.5160 -11.3748 -0.04 -0.12 0.13
H -0.3067 10.2325 -8.3220 -0.08 -0.09 -0.02
H -1.0335 8.0661 -9.0961 -0.22 0.06 0.05
H -1.7310 8.7251 -10.5957 0.14 0.14 0.02

125
Properties=species:S:1:pos:R:3:forces:R:3 method="wB97M-V/def2-TZVPD" gap_ev=4.5 total_energy_ev=-176959.246 lumo_ev=3.41 e_above_lowest_kcal_mol=0.00 total_charge=-2
Rb -0.7998 -1.2055 -2.4516 -0.43 1.86 -0.05
S -4.2597 2.9808 -2.2316 0.09 -0.06 0.05
S -3.7516 2.5915 -4.2099 -0.01 0.01 -0.02
S -1.8536 3.2821 -4.6595 0.00 0.01 -0.04
S -0.4819 1.7109 -4.7623 -0.06 -0.07 0.08
C -2.5383 0.1961 2.1811 -0.07 -0.03 -0.05
N -2.0022 0.4436 3.5030 -0.02 0.01 0.05
C -0.5689 0.5697 3.6668 0.00 0.04 0.04
P 0.2806 1.5249 2.2806 0.05 0.06 -0.04
C 1.7491 1.9744 3.2877 0.00 0.02 -0.02
C 2.0300 3.2474 3.7785 0.03 0.02 -0.06
C 3.2006 3.4894 4.4861 0.00 0.00 0.00
C 4.1020 2.4626 4.7260 0.00 0.00 0.01
C 3.8330 1.1888 4.2428 -0.01 0.00 -0.01
C 2.6729 0.9525 3.5220 0.01 0.00 0.00
C -0.7624 3.0256 2.2613 0.00 -0.03 0.00
C -1.2128 3.4259 1.0029 0.03 -0.01 -0.04
C -2.1294 4.4639 0.8740 0.00 0.01 0.01
C -2.5944 5.1110 2.0085 0.01 -0.01 -0.01
C -2.1528 4.7203 3.2691 0.01 0.00 0.01
C -1.2478 3.6793 3.3958 0.00 0.00 0.02
C -2.8454 0.9757 4.4721 0.02 -0.01 -0.01
C -4.0620 1.5849 4.1356 -0.01 0.00 -0.01
C -4.8904 2.1015 5.1190 0.00 0.00 0.00
C -4.5401 2.0395 6.4600 0.00 0.00 0.00
C -3.3379 1.4342 6.8028 0.00 0.00 0.00
C -2.5062 0.9029 5.8326 0.01 0.00 -0.01
P -1.6725 -1.1629 1.2226 -0.03 -0.01 0.16
C -1.7026 -2.4811 2.5069 -0.04 -0.01 -0.01
C -2.8499 -2.8326 3.2188 0.01 0.03 0.02
C -2.8013 -3.8087 4.1998 0.00 0.00 0.00
C -1.6034 -4.4589 4.4789 0.00 0.01 0.00
C -0.4571 -4.1246 3.7764 0.00 -0.01 0.00
C -0.5092 -3.1355 2.7997 -0.01 -0.01 -0.03
C -3.1080 -1.6171 0.1856 -0.03 0.05 -0.05
C -3.7457 -0.5972 -0.5277 0.03 0.00 -0.02
C -4.7513 -0.8903 -1.4361 0.01 -0.01 0.00
C -5.1346 -2.2106 -1.6357 0.00 0.01 0.00
C -4.5148 -3.2288 -0.9263 0.00 0.00 0.00
C -3.5028 -2.9362 -0.0240 0.00 -0.01 -0.02
H -2.5267 1.0923 1.5466 -0.01 -0.02 -0.02
H -3.5786 -0.1109 2.2862 0.00 0.02 0.00
H -0.0732 -0.4064 3.7389 -0.01 -0.02 -0.04
H -0.3711 1.0979 4.5971 0.01 -0.01 0.01
H 1.3402 4.0600 3.5898 0.00 -0.01 0.00
H 3.4091 4.4890 4.8485 0.00 0.00 0.00
H 5.0155 2.6554 5.2749 0.00 0.00 0.00
H 4.5376 0.3830 4.4070 0.00 0.00 0.00
H 2.4906 -0.0349 3.1099 0.01 0.00 0.00
H -0.8967 2.8870 0.1133 -0.03 -0.01 -0.02
H -2.4994 4.7232 -0.1102 -0.02 -0.02 -0.04
H -3.3217 5.9083 1.9147 0.00 0.00 0.00
H -2.5367 5.2092 4.1566 0.00 0.00 0.01
H -0.9412 3.3615 4.3863 0.01 -0.01 0.01
H -4.3451 1.6945 3.0980 0.01 0.01 0.00
H -5.8164 2.5786 4.8213 0.00 0.00 0.00
H -5.1895 2.4513 7.2216 0.00 0.00 0.00
H -3.0469 1.3566 7.8440 0.00 0.00 0.00
H -1.5963 0.3987 6.1306 0.00 0.00 0.00
H -3.7899 -2.3418 2.9938 0.00 0.00 0.00
H -3.6997 -4.0691 4.7460 0.00 0.00 0.00
H -1.5694 -5.2290 5.2400 0.00 0.00 0.00
H 0.4773 -4.6337 3.9783 0.00 0.00 0.00
H 0.3858 -2.8728 2.2456 0.00 0.01 0.00
H -3.4463 0.4386 -0.4183 0.00 0.00 -0.05
H -5.1901 -0.0715 -1.9951 -0.01 0.00 0.01
H -5.8932 -2.4507 -2.3698 0.00 0.00 0.00
H -4.7796 -4.2615 -1.1143 0.00 0.00 0.00
H -3.0025 -3.7478 0.4915 0.00 0.00 0.01
O 4.0096 -0.6515 -0.7704 -0.03 0.07 0.22
H 3.3785 -1.1845 -0.2748 0.03 -0.08 -0.05
H 3.5154 0.1750 -0.9373 0.04 0.01 -0.14
O -1.4972 1.5429 -1.7073 0.15 -0.03 0.14
H -2.3989 1.9390 -1.7916 0.02 0.06 0.05
H -1.0853 1.7593 -2.5719 -0.01 -0.12 0.00
O -1.8818 -5.8265 -2.4332 0.01 0.01 0.00
Cl -2.0143 -4.6578 -3.2782 -0.02 -0.12 0.08
O -3.3503 -4.5673 -3.7909 -0.02 0.00 0.01
O -1.0612 -4.7260 -4.3546 0.00 -0.02 -0.02
O -1.7225 -3.4770 -2.4692 -0.41 -1.21 -0.18
C 2.5762 3.4513 -3.0056 -0.08 0.04 -0.03
C 1.8928 2.4104 -2.1423 -0.01 0.03 -0.02
O 2.7594 1.8369 -1.1531 -0.01 0.03 -0.07
C 3.2048 2.7396 -0.1557 0.00 0.01 0.02
C 4.6527 3.1506 -0.3674 0.01 -0.01 0.01
H 1.8905 3.7149 -3.8131 0.01 0.00 -0.01
H 3.4944 3.0526 -3.4417 0.00 0.00 0.01
H 2.8221 4.3562 -2.4443 -0.01 0.00 -0.01
H 1.5304 1.5971 -2.7695 0.08 -0.07 0.08
H 1.0077 2.8349 -1.6572 0.03 -0.02 0.06
H 3.1112 2.2297 0.8042 -0.02 -0.03 0.07
H 2.5448 3.6136 -0.1263 0.00 -0.01 0.01
H 5.2782 2.2598 -0.4477 0.00 0.00 0.01
H 5.0030 3.7404 0.4835 0.00 0.01 0.00
H 4.7735 3.7394 -1.2768 0.00 -0.01 0.00
Cl 1.5502 -5.6957 0.4218 0.00 0.01 0.00
C 0.3061 -4.6836 -0.3489 -0.06 0.01 -0.02
Cl 0.8928 -3.0351 -0.6131 0.38 -0.24 0.34
H -0.5435 -4.6340 0.3222 -0.02 0.00 -0.02
H 0.0324 -5.1163 -1.3028 0.01 -0.01 0.01
C 3.3823 1.0699 -5.5810 -0.01 0.00 0.01
C 3.9707 0.2035 -4.4881 -0.03 0.02 -0.03
O 3.4672 -1.1388 -4.5678 0.07 0.05 0.11
P 2.2746 -1.5644 -3.5229 0.18 -0.08 -0.23
O 0.9760 -1.6805 -4.4586 0.22 -0.10 -0.22
C 0.9346 -2.3650 -5.7340 -0.04 -0.02 0.00
C 0.7644 -1.3508 -6.8424 -0.01 0.00 0.00
O 2.6335 -3.1581 -3.4434 0.04 0.00 -0.08
C 3.8440 -3.5338 -2.7851 -0.01 0.00 0.05
C 4.8397 -4.0675 -3.7948 0.00 0.00 0.00
H 3.8164 2.0711 -5.5405 0.01 0.00 -0.01
H 2.2999 1.1726 -5.4694 0.00 0.02 0.00
H 3.5966 0.6419 -6.5622 -0.01 -0.01 0.00
H 3.7538 0.6216 -3.4998 0.00 -0.02 0.01
H 5.0564 0.1262 -4.5820 0.00 0.01 0.00
H 0.0904 -3.0490 -5.6742 0.00 0.00 0.01
H 1.8443 -2.9557 -5.8493 0.00 0.00 -0.01
H -0.0229 -0.6386 -6.5889 -0.01 -0.01 0.00
H 0.4959 -1.8623 -7.7702 0.01 0.00 0.00
H 1.6846 -0.7901 -7.0061 -0.01 0.01 0.01
H 3.5807 -4.3018 -2.0534 0.01 0.01 0.01
H 4.2630 -2.6828 -2.2388 0.00 0.01 -0.01
H 4.4302 -4.9399 -4.3062 0.00 0.01 -0.01
H 5.7670 -4.3586 -3.2952 0.00 -0.01 0.00
H 5.0618 -3.3017 -4.5377 0.01 0.00 0.00